No. 1
DFT (the ωB97M-V functional and the def2-TZVPD basis) results for C17H12BrClMgO2 as an isolated structure in a non-equilibrium geometry.

Last column: natural (NBO) charge in e.
Atoms and positions in Å:
C1 -1.257 -1.751 -2.207  -0.488
C2 3.414 1.760 1.811  -0.090
C3 3.851 0.888 0.712  -0.130
C4 -0.953 0.323 -0.608  -0.080
C5 2.884 0.494 -0.341  -0.148
H1 -2.968 1.727 2.003  0.098
Mg1 -2.334 3.919 2.130  1.881
H2 0.858 -3.520 0.150  0.256
H3 0.601 -1.747 0.150  0.196
H4 -3.710 -1.862 -0.663  0.269
H5 -0.808 -2.902 0.426  0.220
H6 3.147 -0.183 -1.182  0.283
H7 1.708 2.956 2.753  0.244
H8 -2.125 -2.383 -2.555  0.250
O1 0.646 0.579 -2.432  -0.426
C6 2.063 2.298 1.932  -0.166
C7 0.448 0.616 -1.253  0.549
H9 4.889 0.496 0.662  0.273
Br1 4.706 2.195 3.186  0.155
H10 -4.453 -0.245 1.212  0.258
C8 -0.368 2.334 0.876  0.639
Cl1 1.514 -2.424 -2.494  -0.048
C9 -1.774 -0.804 -1.063  0.116
H11 -0.945 -1.148 -3.103  0.289
C10 1.544 1.016 -0.211  -0.086
H12 -0.390 -3.786 -2.008  0.247
C11 -2.658 1.040 1.162  -0.243
O2 -0.751 3.520 1.136  -0.869
C12 -0.107 -2.737 -1.726  -0.180
C13 -3.480 -0.084 0.696  -0.159
C14 1.104 1.909 0.894  -0.166
C15 -1.364 1.227 0.480  -0.148
C16 -3.060 -1.000 -0.368  -0.158
C17 0.128 -2.720 -0.160  -0.637

## Properties
HOMO (eV): -14.65
Total charge: +2
Calculated total energy (Eh): -4039.06001
Max |F| (eV/Å): 3.47
E_LUMO (eV): -11.25
Multiplicity: 1
ΔE to the lowest compared entry with this formula, charge and spin (kcal/mol): 0.0


No. 2
DFT (the ωB97M-V functional and the def2-TZVPD basis) results for the molecule C4H5NO in a non-equilibrium geometry.

Last column: natural (NBO) charge in e.
Atoms and positions in Å:
C1 0.861 0.169 0.633  0.504
C2 -0.092 -0.147 -0.489  -0.495
H1 0.238 0.427 -1.366  0.242
O1 0.562 0.679 1.684  -0.458
C3 -1.542 0.143 -0.130  -0.609
H2 -2.197 -0.107 -0.970  0.219
C4 2.278 -0.205 0.376  0.163
H3 -1.685 1.198 0.118  0.223
H4 -1.853 -0.446 0.737  0.221
H5 0.056 -1.201 -0.760  0.239
N1 3.374 -0.510 0.168  -0.250

## Properties
SMILES string: CCC(=O)C#N
HOMO (eV): -11.20
Total charge: 0
Calculated total energy (Eh): -285.38926
Max |F| (eV/Å): 1.14
E_LUMO (eV): -0.21
Multiplicity: 1
ΔE to the lowest compared entry with this formula, charge and spin (kcal/mol): 15.9


No. 3
DFT (the ωB97M-V functional and the def2-TZVPD basis) results for C17H27CeGeO8 as an isolated structure in a non-equilibrium geometry.

Last column: Mulliken charge in e.
Atoms and positions in Å:
H1 -0.942 -4.933 -0.012  0.422
C1 0.241 2.082 3.406  -1.662
H2 -0.668 2.683 3.442  0.394
C2 -0.066 2.524 -1.306  -1.455
H3 -1.162 1.132 -3.408  0.345
H4 -2.166 2.852 0.399  0.342
H5 0.659 1.961 -1.926  0.426
H6 0.500 -3.004 -1.494  0.237
O1 5.291 -3.370 -1.094  -0.196
O2 1.527 -0.614 -2.137  -0.718
C3 -0.814 -4.016 0.561  -1.562
C4 -0.565 -2.780 -1.606  -1.514
H7 -1.320 -1.021 3.465  0.405
C5 -2.483 2.766 -0.645  -1.794
O3 2.588 0.276 0.265  -0.714
C6 -1.152 0.010 3.794  -1.964
C7 -1.867 1.794 -2.901  -1.603
C8 -2.792 -2.829 -0.465  -2.026
H8 -3.094 -3.746 -0.966  0.531
H9 0.241 -3.906 0.819  0.288
O4 -0.898 -1.622 0.499  0.058
O5 -0.559 0.798 1.554  0.263
O6 -1.466 0.564 -0.907  0.058
H10 -2.863 1.360 -2.982  0.406
H11 -2.094 0.561 3.732  0.460
C9 4.387 -2.646 -1.009  0.348
H12 -1.864 2.764 -3.395  0.448
O7 3.266 -2.876 -3.160  -0.327
H13 0.252 2.595 -0.248  0.224
H14 0.689 2.062 4.398  0.437
H15 0.997 -1.137 2.365  0.222
C10 1.182 -0.199 2.918  -1.503
C11 2.556 -1.156 -1.613  0.882
H16 -2.558 3.766 -1.067  0.518
O8 4.302 -1.998 1.328  -0.359
H17 -3.095 -1.977 -1.083  0.422
H18 -0.835 -0.011 4.833  0.526
H19 -0.711 -1.814 -2.110  0.344
C12 3.951 -1.780 0.223  -0.074
H20 -3.314 -2.776 0.493  0.465
H21 -0.978 -3.544 -2.262  0.666
H22 0.945 2.553 2.717  0.378
C13 3.326 -2.309 -2.133  0.161
Ce1 0.492 -0.065 -0.233  0.251
Ge1 -2.173 -0.080 0.858  -0.030
C14 -1.284 -2.812 -0.248  1.668
C15 3.003 -0.793 -0.313  1.096
H23 -3.470 2.301 -0.681  0.410
C16 -1.489 1.920 -1.429  1.627
H24 -0.078 3.538 -1.698  0.714
H25 -1.388 -4.098 1.484  0.406
C17 -0.084 0.672 2.932  1.647
H26 2.024 0.348 2.500  0.364
H27 1.451 -0.478 3.935  0.641

## Properties
Expectation value of S²: 0.759
HOMO (alpha / beta) (eV): -16.33 / -16.27
Total charge: +2
Calculated total energy (Eh): -3817.38785
Max |F| (eV/Å): 2.22
E_LUMO (alpha / beta) (eV): -8.82 / -10.59
Multiplicity: 2


No. 4
DFT (the ωB97M-V functional and the def2-TZVPD basis) results for the molecule C9H8BNO4.

Last column: natural (NBO) charge in e.
Atoms and positions in Å:
C1 1.848 -0.300 0.513  -0.169
H1 -2.434 -0.614 2.765  0.189
C2 1.903 1.462 -1.157  -0.197
H2 3.574 0.890 0.054  0.222
H3 -1.027 -0.101 3.721  0.184
O1 -2.430 -0.412 -0.711  -0.509
O2 -0.273 2.833 -2.961  -0.497
C3 -1.365 -0.407 2.732  -0.238
B1 -0.274 -1.722 1.043  1.159
C4 -1.496 0.136 -1.224  0.683
H4 -1.523 0.352 -3.220  0.405
H5 -1.195 0.422 2.042  0.178
N1 -1.576 0.969 -2.412  -0.694
O3 -0.488 -2.899 0.380  -0.881
O4 -0.660 -1.582 2.346  -0.724
C5 -0.376 1.796 -2.378  0.663
C6 0.579 1.169 -1.421  -0.075
C7 -0.099 0.175 -0.733  -0.154
C8 0.507 -0.587 0.256  -0.315
H6 2.410 2.255 -1.691  0.235
C9 2.535 0.701 -0.184  -0.183
H7 -0.509 -3.660 0.971  0.500
H8 2.368 -0.874 1.270  0.219

## Properties
SMILES string: COB(O)c1cccc2c1C(=O)NC2=O
HOMO (eV): -10.15
Total charge: 0
Calculated total energy (Eh): -728.43705
Max |F| (eV/Å): 0.92
E_LUMO (eV): -0.34
Multiplicity: 1
ΔE to the lowest compared entry with this formula, charge and spin (kcal/mol): 0.0


No. 5
DFT (the ωB97M-V functional and the def2-TZVPD basis) results for C27H13F19NO2STa as an isolated structure.

Last column: natural (NBO) charge in e.
Atoms and positions in Å:
Ta1 0.009 -1.311 -0.800  2.141
F1 2.509 -2.171 2.032  -0.313
H1 -0.243 -3.903 0.328  0.151
C1 -0.855 -2.995 0.322  0.171
O1 -1.592 -0.264 -0.837  -0.758
C2 -2.928 2.050 4.648  -0.628
C3 4.385 1.980 0.781  -0.042
C4 -0.347 0.543 1.528  0.240
C5 -1.875 2.105 -1.009  0.967
C6 -3.773 -2.753 -3.819  0.269
C7 -1.576 -1.773 -3.597  -0.295
F2 5.302 -1.718 -1.039  -0.313
F3 -2.519 2.135 -2.178  -0.307
H2 5.743 3.364 1.714  0.220
H3 -3.469 2.935 4.311  0.222
C8 1.981 2.014 0.940  -0.238
C9 3.060 -1.470 -0.146  0.093
C10 4.003 -1.739 -1.357  0.971
F4 -2.073 -3.312 -0.234  -0.342
C11 -4.239 -1.588 -4.402  0.286
H4 -0.388 1.049 4.884  0.216
F5 -4.027 -0.429 0.636  -0.305
F6 3.745 -2.926 -1.903  -0.302
F7 3.311 -3.684 0.722  -0.307
F8 -1.075 -2.633 1.626  -0.341
F9 -4.597 -3.781 -3.637  -0.279
O2 1.810 -1.862 -0.593  -0.752
F10 -1.258 0.426 -4.368  -0.288
N1 0.597 0.055 0.562  -0.793
C12 3.197 2.658 1.031  -0.174
C13 -0.744 1.044 3.861  -0.178
C14 3.074 -0.016 0.291  -0.140
C15 5.717 2.671 0.873  -0.627
S1 0.131 -1.879 -3.137  -0.094
H5 -3.448 1.813 2.030  0.218
C16 -2.065 -0.619 -4.194  0.333
H6 5.209 0.114 0.207  0.221
C17 -3.383 -0.514 -4.590  0.307
F11 3.785 -0.807 -2.292  -0.310
C18 0.069 0.556 2.861  -0.232
F12 4.615 -2.170 1.539  -0.309
F13 -4.057 0.062 -1.458  -0.309
F14 -2.026 -3.978 -2.880  -0.286
C19 -1.650 0.956 1.232  -0.134
F15 -0.561 2.173 -1.262  -0.312
C20 -2.183 0.818 -0.196  0.091
H7 6.525 1.951 0.999  0.219
C21 -2.020 1.526 3.570  -0.039
F16 -2.216 3.201 -0.323  -0.309
F17 -5.511 -1.491 -4.768  -0.277
C22 3.393 -2.395 1.052  0.970
C23 -3.708 0.515 -0.251  0.974
H8 5.922 3.245 -0.033  0.225
C24 -2.451 1.461 2.256  -0.129
H9 1.072 2.562 1.147  0.226
H10 1.061 0.190 3.093  0.227
C25 4.294 0.650 0.409  -0.132
H11 -3.668 1.300 4.932  0.226
C26 -2.448 -2.839 -3.425  0.348
H12 -2.364 2.316 5.541  0.218
H13 3.221 3.707 1.303  0.215
F18 -3.841 0.612 -5.132  -0.287
F19 -4.452 1.602 0.001  -0.316
C27 1.890 0.661 0.600  0.234

## Properties
HOMO (eV): -8.37
Total charge: 0
Calculated total energy (Eh): -3594.75610
Max |F| (eV/Å): 0.79
E_LUMO (eV): -0.89
Multiplicity: 1
ΔE to the lowest compared entry with this formula, charge and spin (kcal/mol): 2.3


No. 6
DFT (the ωB97M-V functional and the def2-TZVPD basis) results for C11H10INO2 as an isolated structure in a non-equilibrium geometry.

Last column: natural (NBO) charge in e.
Atoms and positions in Å:
C1 -0.621 -3.588 -0.709  -0.714
H1 -2.300 1.950 0.418  0.225
O1 -1.126 -1.266 -0.144  -0.544
H2 -0.298 -4.493 -0.068  0.249
H3 0.080 -3.231 -1.587  0.253
N1 -1.887 1.368 -2.558  -0.288
H4 2.955 1.338 -1.735  0.225
C2 1.979 2.038 1.473  -0.196
H5 -1.697 -3.656 -0.884  0.235
H6 2.430 2.639 2.171  0.217
C3 2.277 1.173 -0.817  -0.199
H7 -1.289 -0.304 1.618  0.211
C4 -0.911 -0.087 0.527  0.209
C5 -2.353 1.113 -0.115  -0.421
O2 0.355 -2.426 1.100  -0.576
C6 -0.444 -2.373 0.222  0.800
C7 0.785 1.402 1.512  -0.167
C8 1.066 0.442 -0.771  -0.172
C9 -2.132 1.209 -1.458  0.204
C10 0.343 0.643 0.392  -0.129
H8 3.524 2.598 0.180  0.208
C11 2.631 1.978 0.231  -0.195
I1 -4.244 0.198 0.297  0.146
H9 0.756 -0.094 -1.551  0.218
H10 0.124 1.431 2.257  0.201

## Properties
HOMO (eV): -9.07
Total charge: 0
Calculated total energy (Eh): -927.99075
Max |F| (eV/Å): 6.48
E_LUMO (eV): -0.08
Multiplicity: 1
ΔE to the lowest compared entry with this formula, charge and spin (kcal/mol): 50.1


- Which value of calculated total energy does entry 2 give?
  -285.38926 Eh